(1)
{
  "formula": "C11H16N4O2S",
  "method": "the ωB97M-V functional and the def2-TZVPD basis",
  "smiles": "NC(=O)C1CCN(CC(=O)Nc2nccs2)CC1",
  "e_homo_ha": -0.295,
  "total_energy_ha": -1196.5012,
  "de_lowest_kj_mol": 55.23,
  "homo_lumo_gap_ha": 0.3162,
  "fmax_ha_per_bohr": 0.02236,
  "symbols": ["N", "C", "O", "C", "C", "C", "N", "C", "C", "O", "N", "C", "N", "C", "C", "S", "C", "C", "H", "H", "H", "H", "H", "H", "H", "H", "H", "H", "H", "H", "H", "H", "H", "H"],
  "coordinates": [[1.923, 2.528, 1.027], [1.467, 1.646, 0.111], [0.305, 1.643, -0.233], [2.539, 0.709, -0.434], [2.039, -0.070, -1.650], [0.899, -1.029, -1.272], [0.778, -1.140, 0.172], [-0.274, -2.051, 0.553], [-1.678, -1.521, 0.307], [-2.637, -2.268, 0.247], [-1.804, -0.175, 0.226], [-3.033, 0.412, 0.088], [-3.219, 1.686, 0.034], [-4.536, 1.980, -0.091], [-5.372, 0.914, -0.132], [-4.483, -0.564, -0.008], [2.064, -1.478, 0.748], [3.014, -0.273, 0.648], [2.891, 2.592, 1.286], [1.272, 3.186, 1.424], [3.385, 1.337, -0.738], [1.694, 0.629, -2.411], [2.880, -0.631, -2.063], [1.083, -2.022, -1.724], [-0.049, -0.657, -1.663], [-0.211, -2.231, 1.632], [-0.201, -3.033, 0.053], [-0.989, 0.444, 0.183], [-4.825, 3.014, -0.148], [-6.438, 0.907, -0.224], [2.508, -2.353, 0.239], [1.922, -1.747, 1.797], [3.066, 0.238, 1.611], [4.018, -0.622, 0.402]],
  "atomic_forces_ev_per_a": [[0.0044, 0.3311, 0.3023], [0.5848, 0.0163, -0.0007], [-0.3873, 0.2125, -0.3203], [-0.0979, -0.1536, -0.1556], [-0.0658, 0.1868, 0.0936], [-0.0681, 0.0165, -0.1856], [-0.0461, -0.2625, 0.1373], [0.0343, -0.1775, -0.0169], [0.3594, -0.0409, 0.0580], [0.1765, -0.3065, 0.0419], [0.4322, 0.0572, 0.0266], [-1.0331, -0.5019, -0.0519], [0.9325, 0.2134, 0.0705], [-0.6019, -0.2141, -0.0563], [0.2082, -0.0809, 0.0138], [-0.1258, 0.7340, -0.0375], [0.1126, -0.0126, 0.1161], [0.0294, -0.0474, 0.0037], [-0.0278, -0.0405, -0.0433], [0.0139, -0.0404, -0.0260], [-0.0688, -0.0210, 0.0504], [0.0432, -0.0513, -0.0566], [0.0156, 0.0410, -0.0197], [-0.0497, 0.0497, 0.0781], [0.0544, -0.0409, -0.0430], [-0.0214, -0.0226, -0.0835], [-0.0710, 0.1312, 0.0742], [0.0092, -0.1268, 0.0475], [-0.1364, 0.1537, -0.0167], [-0.2608, 0.0448, -0.0231], [-0.0475, -0.0069, 0.0550], [0.0119, -0.0517, -0.0773], [0.0644, -0.0362, 0.0095], [0.0227, 0.0482, 0.0356]],
  "lowdin_charge": [0.178, -0.489, 0.048, -0.237, -0.114, -0.172, -0.189, -0.095, -0.468, -0.028, 0.127, -0.575, 0.050, -0.265, -0.405, 1.083, -0.171, -0.121, 0.105, 0.118, 0.145, 0.120, 0.117, 0.126, 0.120, 0.137, 0.139, 0.104, 0.096, 0.050, 0.127, 0.120, 0.104, 0.115]
}

=====

(2)
{
  "formula": "C28H27N5O6S",
  "method": "the ωB97M-V functional and the def2-TZVPD basis",
  "smiles": "COc1ccccc1/C=N/N1C(=O)[C@H](CC(=O)Nc2ccc([N+](=O)[O-])cc2OC)S/C1=N\\c1cccc(C)c1C",
  "e_homo_ha": -0.295,
  "total_energy_ha": -2206.5083,
  "de_lowest_kj_mol": 0.00,
  "homo_lumo_gap_ha": 0.2813,
  "fmax_ha_per_bohr": 0.02874,
  "symbols": ["C", "O", "C", "C", "C", "C", "C", "C", "C", "N", "N", "C", "O", "C", "C", "C", "O", "N", "C", "C", "C", "C", "N", "O", "O", "C", "C", "O", "C", "S", "C", "N", "C", "C", "C", "C", "C", "C", "C", "C", "H", "H", "H", "H", "H", "H", "H", "H", "H", "H", "H", "H", "H", "H", "H", "H", "H", "H", "H", "H", "H", "H", "H", "H", "H", "H", "H"],
  "coordinates": [[-3.164, -4.559, -0.567], [-2.214, -3.534, -0.382], [-1.869, -2.769, -1.455], [-2.451, -2.890, -2.712], [-2.066, -2.058, -3.748], [-1.099, -1.085, -3.550], [-0.511, -0.959, -2.310], [-0.869, -1.795, -1.251], [-0.233, -1.649, 0.043], [0.695, -0.785, 0.160], [1.316, -0.477, 1.328], [0.885, -0.760, 2.592], [0.028, -1.568, 2.884], [1.523, 0.168, 3.612], [0.488, 1.242, 4.015], [-0.226, 1.708, 2.750], [0.199, 2.586, 2.039], [-1.348, 0.970, 2.488], [-2.028, 0.836, 1.286], [-1.768, 1.591, 0.150], [-2.446, 1.331, -1.025], [-3.389, 0.314, -1.057], [-4.073, 0.009, -2.274], [-3.852, 0.703, -3.246], [-4.837, -0.939, -2.272], [-3.674, -0.448, 0.075], [-3.003, -0.192, 1.251], [-3.188, -0.864, 2.417], [-3.932, -2.063, 2.383], [2.963, 0.903, 2.800], [2.417, 0.379, 1.179], [2.862, 0.613, 0.038], [3.917, 1.389, -0.388], [4.831, 2.007, 0.468], [5.858, 2.766, -0.052], [5.984, 2.916, -1.422], [5.093, 2.301, -2.292], [5.251, 2.470, -3.772], [4.055, 1.523, -1.780], [3.090, 0.840, -2.696], [-4.138, -4.156, -0.863], [-2.828, -5.284, -1.314], [-3.254, -5.057, 0.398], [-3.221, -3.622, -2.894], [-2.541, -2.163, -4.711], [-0.817, -0.428, -4.357], [0.239, -0.210, -2.118], [-0.595, -2.289, 0.843], [1.855, -0.385, 4.493], [-0.215, 0.816, 4.731], [1.010, 2.085, 4.468], [-1.618, 0.256, 3.157], [-1.017, 2.362, 0.192], [-2.247, 1.898, -1.921], [-4.417, -1.225, -0.004], [-3.838, -2.493, 3.379], [-3.519, -2.753, 1.645], [-4.988, -1.871, 2.168], [4.738, 1.890, 1.536], [6.563, 3.245, 0.612], [6.789, 3.516, -1.822], [6.074, 3.143, -3.998], [5.450, 1.510, -4.249], [4.340, 2.874, -4.212], [2.436, 0.195, -2.118], [2.487, 1.573, -3.230], [3.622, 0.243, -3.435]],
  "atomic_forces_ev_per_a": [[-0.1329, -0.1460, -0.0184], [0.2139, 0.1946, 0.0595], [0.3425, 0.3274, -0.1525], [-0.0784, -0.2142, 0.1430], [0.1158, 0.0578, 0.0563], [-0.0257, -0.0364, -0.1222], [-0.0939, -0.2765, 0.1546], [-0.2965, -0.1868, -0.6972], [0.1024, -0.2674, 0.9892], [-0.2516, -0.0274, -0.6754], [-0.5297, -0.4987, 0.1489], [0.0742, -0.3699, 0.4540], [0.0423, -0.0115, -0.0630], [0.2408, 0.1512, -0.0018], [0.0416, 0.1010, -0.1355], [-0.1803, 0.0458, 0.5035], [0.1438, 0.2012, -0.1711], [-0.3476, -0.2300, 0.3180], [-0.2463, -0.0822, -0.2673], [0.0226, -0.0214, 0.1977], [-0.4540, -0.3059, -0.2613], [0.7190, 0.4538, 1.2088], [-0.3810, -0.1468, -0.6071], [-0.0036, 0.1262, -0.1942], [-0.2363, -0.1279, -0.0688], [-0.0847, 0.0185, -0.0585], [0.1680, 0.3444, -0.3348], [0.1842, 0.2997, -0.0076], [-0.1155, -0.2293, 0.0765], [-0.0429, -0.1539, -0.2444], [0.7843, 0.5866, 0.1851], [-0.5452, -0.4822, 0.3658], [0.5533, 0.4322, -0.1060], [-0.0960, -0.0708, -0.0215], [0.0761, 0.0512, 0.0182], [-0.0181, -0.0126, 0.0405], [0.0739, 0.0473, 0.0979], [-0.0050, -0.0200, 0.0547], [0.0500, 0.0469, 0.2282], [0.0181, -0.0380, 0.0259], [0.0338, -0.0132, -0.0053], [-0.0198, 0.0338, 0.0144], [-0.0238, 0.0111, -0.0809], [-0.0856, -0.0678, 0.0236], [-0.0644, -0.0021, -0.0847], [0.0328, 0.0842, -0.0825], [0.0915, 0.1156, -0.0044], [0.1433, 0.1350, 0.0718], [-0.1060, -0.0573, -0.1747], [-0.0030, -0.0120, -0.0007], [-0.1248, -0.0538, -0.0295], [0.2213, 0.1586, -0.0575], [0.0091, 0.0143, 0.0054], [0.0283, 0.0273, -0.0426], [0.0003, -0.0623, 0.0395], [-0.0522, -0.0089, -0.0760], [-0.0060, 0.0269, -0.0131], [0.0421, 0.0078, -0.0042], [0.1021, 0.0620, -0.0051], [0.0611, 0.0415, 0.0579], [0.0703, 0.0545, -0.0580], [0.0381, 0.0354, -0.0517], [-0.0002, -0.0373, -0.1139], [-0.0436, 0.0200, -0.1182], [-0.0479, -0.0297, -0.0953], [-0.0957, 0.0297, -0.1130], [-0.0028, -0.0436, -0.1189]],
  "lowdin_charge": [-0.079, -0.105, -0.231, -0.025, -0.072, -0.077, -0.026, -0.128, -0.043, 0.147, -0.022, -0.455, 0.097, -0.444, -0.090, -0.469, 0.096, 0.158, -0.136, 0.024, 0.012, -0.165, -0.352, 0.079, 0.064, 0.069, -0.203, -0.083, -0.047, 1.070, -0.513, 0.128, -0.214, -0.042, -0.082, -0.051, -0.237, -0.048, -0.161, -0.034, 0.098, 0.100, 0.095, 0.107, 0.113, 0.108, 0.098, 0.124, 0.120, 0.126, 0.122, 0.136, 0.111, 0.125, 0.121, 0.101, 0.081, 0.102, 0.034, 0.102, 0.106, 0.074, 0.083, 0.082, 0.046, 0.090, 0.084]
}